[1]
{
  "formula": "C10H24MoN6O3",
  "method": "ωB97M-V/def2-TZVPD",
  "symbols": ["Mo", "N", "C", "C", "N", "C", "C", "N", "C", "C", "N", "H", "H", "H", "H", "H", "H", "H", "H", "H", "H", "H", "H", "H", "H", "H", "H", "H", "H", "N", "C", "C", "O", "N", "C", "C", "O", "O", "H", "H", "H", "H", "H", "H"],
  "positions_angstrom": [[-0.4788, 0.0704, 0.0215], [0.0747, -1.9897, 0.8432], [1.4483, -2.4129, 0.4581], [1.7977, -1.7087, -0.8205], [1.6873, -0.2409, -0.7855], [2.7328, 0.3612, 0.0541], [2.2108, 1.3498, 1.1294], [1.0276, 0.6133, 1.7541], [1.6278, 0.3156, -2.1710], [1.0957, 1.7341, -2.1392], [-0.3282, 1.7621, -1.5503], [-0.5894, -2.6430, 0.4258], [-0.1124, -1.9605, 1.8177], [2.0480, -2.2216, 1.3200], [1.4023, -3.5252, 0.2811], [2.7771, -2.0647, -1.0503], [1.1189, -2.0130, -1.5456], [3.3319, -0.3511, 0.5581], [3.3560, 0.9480, -0.5937], [2.9653, 1.5933, 1.8680], [1.7951, 2.2568, 0.5547], [1.4405, -0.2287, 2.2302], [0.7051, 1.1789, 2.4830], [2.6033, 0.2269, -2.6083], [0.9297, -0.3389, -2.6936], [1.7711, 2.2395, -1.4455], [1.1019, 2.3248, -3.0199], [-0.5328, 2.7754, -1.3021], [-0.9956, 1.4877, -2.3200], [-1.4516, 1.8088, 1.1091], [-2.4376, 1.3021, 2.1012], [-3.1971, 0.1350, 1.5706], [-4.2965, -0.1953, 1.9139], [-2.4802, -0.4227, 0.4863], [-3.1103, -1.4082, -0.3538], [-2.2180, -1.6941, -1.4818], [-2.4054, -2.4908, -2.3061], [-1.0537, -0.9224, -1.5052], [-2.0229, 2.3039, 0.3868], [-0.9343, 2.5582, 1.5847], [-1.9337, 0.9671, 2.9868], [-3.1471, 2.0623, 2.3696], [-3.2856, -2.3783, 0.1467], [-4.0377, -1.1646, -0.7623]],
  "forces_ev_per_angstrom": [[-0.65, 0.56, 0.97], [-1.00, 0.61, -1.37], [-1.59, -0.96, 0.10], [0.96, -0.07, 1.09], [-1.16, 0.14, 0.77], [-0.22, 1.96, 0.29], [-1.88, -0.49, -1.93], [1.76, -1.26, -1.11], [-0.96, -0.50, -0.07], [-0.26, -0.20, 1.85], [0.16, 0.52, -0.49], [-0.05, 0.15, 0.26], [-0.02, -0.44, 1.08], [0.97, 0.10, 0.29], [0.51, 1.12, 0.17], [0.97, 0.10, -0.74], [-1.05, -0.84, -1.46], [0.57, -1.08, 0.19], [0.78, 0.08, -0.29], [0.08, 0.26, -0.04], [0.66, -1.07, 1.43], [-0.59, 1.00, -0.51], [-0.87, 0.94, 1.52], [0.52, 0.22, -0.49], [0.17, 0.06, -0.27], [-0.39, 0.46, 0.03], [0.19, -0.04, -1.19], [0.19, -1.67, -0.48], [0.80, 0.42, 0.98], [-0.77, 0.41, -0.48], [-0.06, 0.13, 0.36], [0.28, -0.69, -2.41], [0.16, -0.09, 0.26], [0.58, 0.72, 0.73], [1.08, -0.93, 1.66], [1.05, 0.84, 0.09], [-0.27, -1.57, -1.68], [0.13, 0.23, 0.12], [0.61, -0.51, 0.65], [0.14, -0.32, -0.37], [0.46, 0.06, 0.62], [-0.26, 0.44, 0.25], [0.04, 0.30, 0.07], [-1.78, 0.89, -0.44]],
  "mulliken_spin": [1.896, 0.015, -0.006, 0.009, -0.046, 0.028, -0.019, -0.025, 0.011, -0.006, -0.024, 0.000, -0.001, 0.001, -0.001, 0.000, 0.000, -0.001, 0.003, 0.004, -0.002, 0.007, 0.000, 0.000, 0.001, 0.001, 0.000, 0.004, 0.007, -0.043, -0.020, 0.008, 0.044, 0.070, 0.005, 0.012, 0.008, 0.034, 0.005, 0.006, 0.006, 0.000, 0.006, 0.006],
  "homo_ev": [-15.146, -15.836],
  "spin_multiplicity": 3,
  "mol_weight_g_mol": 372.281,
  "s_squared": 2.013,
  "homo_lumo_gap_ev": [7.8930, 8.2211],
  "e_above_lowest_kcal_mol": 13.0,
  "max_force_ev_per_a": 2.7,
  "charge": 2
}


[2]
{
  "formula": "C8H19PS",
  "method": "ωB97M-V/def2-TZVPD",
  "symbols": ["C", "C", "C", "C", "C", "C", "C", "C", "P", "S", "H", "H", "H", "H", "H", "H", "H", "H", "H", "H", "H", "H", "H", "H", "H", "H", "H", "H", "H"],
  "positions_angstrom": [[1.8808, -1.7751, 0.4423], [-0.4142, -2.0328, -0.5996], [1.6802, -1.6696, -2.0713], [-1.6437, 0.3033, 1.4300], [-0.1597, 2.3039, 1.8102], [-1.9076, 2.5219, 0.0706], [0.9614, -1.3592, -0.7216], [-1.1624, 1.6253, 0.9688], [0.5622, 0.4538, -0.9244], [-0.5611, 0.8309, -2.4398], [2.9395, -1.5256, 0.2687], [1.6230, -1.4238, 1.4368], [1.6682, -2.8534, 0.3998], [-1.0725, -1.4265, -1.0900], [-0.6147, -2.0876, 0.4555], [-0.4451, -3.0378, -1.0339], [2.6528, -1.0537, -1.9956], [2.1270, -2.6942, -2.0199], [1.1946, -1.6859, -3.0170], [-2.6170, 0.4717, 1.9121], [-1.7721, -0.3510, 0.6106], [-0.9603, -0.1372, 2.0592], [-0.5370, 2.9509, 2.6527], [0.4251, 3.0770, 1.1976], [0.5414, 1.6946, 2.3853], [-2.9292, 2.2445, -0.0999], [-1.8525, 3.5315, 0.3232], [-1.4611, 2.3126, -1.0200], [1.8540, 0.7913, -1.3902]],
  "forces_ev_per_angstrom": [[-0.28, -0.29, -0.89], [2.44, -1.58, 0.90], [3.19, -1.06, 2.23], [-1.79, 1.68, -0.95], [1.67, 2.46, 0.77], [0.72, -2.78, -1.70], [-0.55, 0.35, -1.34], [1.19, 0.45, -0.54], [0.67, 0.62, 1.76], [-1.14, 0.33, -1.31], [-0.36, -0.31, -0.06], [-0.39, 0.26, -0.01], [0.92, 0.00, 0.52], [-2.27, 1.22, -1.29], [-0.52, -0.23, 0.39], [0.13, 0.09, 0.10], [-1.53, -0.55, -0.94], [-0.47, 0.27, 0.26], [-0.78, 0.90, -0.46], [0.08, -0.30, 0.12], [-0.64, -0.57, -0.85], [1.45, -0.93, 1.69], [-0.65, -0.46, -0.79], [-0.65, -1.23, 0.76], [0.02, -0.44, -0.65], [-0.64, -0.34, 0.15], [0.45, 1.65, 0.32], [-0.41, 0.31, 1.21], [0.16, 0.48, 0.58]],
  "nbo_charge": [-0.619, -0.628, -0.627, -0.691, -0.706, -0.748, -0.309, 0.284, 0.624, -0.608, 0.216, 0.211, 0.217, 0.224, 0.199, 0.213, 0.207, 0.203, 0.239, 0.225, 0.246, 0.216, 0.226, 0.236, 0.225, 0.232, 0.229, 0.304, -0.040],
  "homo_ev": [-7.257, -7.258],
  "mol_weight_g_mol": 178.281,
  "homo_lumo_gap_ev": [6.8332, 6.8356],
  "e_above_lowest_kcal_mol": 44.0,
  "max_force_ev_per_a": 4.0
}


[3]
{
  "formula": "C4H12S2",
  "method": "ωB97M-V/def2-TZVPD",
  "symbols": ["C", "C", "S", "H", "H", "H", "H", "H", "H", "C", "C", "S", "H", "H", "H", "H", "H", "H"],
  "positions_angstrom": [[-1.2273, 1.8459, -0.8650], [-1.5164, 0.8223, 0.2679], [-3.2868, 0.8790, 0.6791], [-1.3388, 1.3853, -1.8534], [-0.2269, 2.2492, -0.7318], [-2.0295, 2.5791, -0.8558], [-1.2289, -0.1563, -0.1216], [-0.9368, 0.9915, 1.1672], [-3.7171, 0.3921, -0.4981], [1.4515, -1.9668, -0.2139], [1.8049, -1.2285, 1.0539], [1.7790, 0.6405, 0.6824], [1.2016, -3.0163, -0.0445], [2.2094, -1.8006, -0.9788], [0.5638, -1.4775, -0.6261], [1.0158, -1.2386, 1.7842], [2.7673, -1.5086, 1.4770], [2.7153, 0.6082, -0.3227]],
  "forces_ev_per_angstrom": [[-0.39, -0.54, 0.40], [-0.18, 0.16, -1.44], [-0.02, -0.46, 0.23], [0.35, -0.17, 0.20], [-0.09, 0.28, -0.29], [0.41, 0.55, 0.22], [-0.21, -0.12, 0.42], [-0.16, 0.26, 0.14], [0.03, 0.08, 0.11], [-0.68, 0.47, -0.17], [0.16, 1.71, -0.72], [1.15, -1.09, -0.29], [0.37, -0.01, -0.12], [0.21, -0.48, 0.09], [-0.08, -0.25, 0.02], [-0.20, -0.51, 0.47], [-0.14, 0.07, 0.12], [-0.53, 0.05, 0.61]],
  "nbo_charge": [-0.626, -0.515, -0.051, 0.203, 0.220, 0.216, 0.208, 0.223, 0.115, -0.628, -0.450, -0.109, 0.217, 0.210, 0.211, 0.214, 0.215, 0.126],
  "homo_ev": -8.834,
  "mol_weight_g_mol": 124.274,
  "homo_lumo_gap_ev": 9.6039,
  "e_above_lowest_kcal_mol": 13.1,
  "max_force_ev_per_a": 1.9
}


Copy entry 3 word for word.
{
  "formula": "C4H12S2",
  "method": "ωB97M-V/def2-TZVPD",
  "symbols": ["C", "C", "S", "H", "H", "H", "H", "H", "H", "C", "C", "S", "H", "H", "H", "H", "H", "H"],
  "positions_angstrom": [[-1.2273, 1.8459, -0.8650], [-1.5164, 0.8223, 0.2679], [-3.2868, 0.8790, 0.6791], [-1.3388, 1.3853, -1.8534], [-0.2269, 2.2492, -0.7318], [-2.0295, 2.5791, -0.8558], [-1.2289, -0.1563, -0.1216], [-0.9368, 0.9915, 1.1672], [-3.7171, 0.3921, -0.4981], [1.4515, -1.9668, -0.2139], [1.8049, -1.2285, 1.0539], [1.7790, 0.6405, 0.6824], [1.2016, -3.0163, -0.0445], [2.2094, -1.8006, -0.9788], [0.5638, -1.4775, -0.6261], [1.0158, -1.2386, 1.7842], [2.7673, -1.5086, 1.4770], [2.7153, 0.6082, -0.3227]],
  "forces_ev_per_angstrom": [[-0.39, -0.54, 0.40], [-0.18, 0.16, -1.44], [-0.02, -0.46, 0.23], [0.35, -0.17, 0.20], [-0.09, 0.28, -0.29], [0.41, 0.55, 0.22], [-0.21, -0.12, 0.42], [-0.16, 0.26, 0.14], [0.03, 0.08, 0.11], [-0.68, 0.47, -0.17], [0.16, 1.71, -0.72], [1.15, -1.09, -0.29], [0.37, -0.01, -0.12], [0.21, -0.48, 0.09], [-0.08, -0.25, 0.02], [-0.20, -0.51, 0.47], [-0.14, 0.07, 0.12], [-0.53, 0.05, 0.61]],
  "nbo_charge": [-0.626, -0.515, -0.051, 0.203, 0.220, 0.216, 0.208, 0.223, 0.115, -0.628, -0.450, -0.109, 0.217, 0.210, 0.211, 0.214, 0.215, 0.126],
  "homo_ev": -8.834,
  "mol_weight_g_mol": 124.274,
  "homo_lumo_gap_ev": 9.6039,
  "e_above_lowest_kcal_mol": 13.1,
  "max_force_ev_per_a": 1.9
}


- Number 3 is which compound?
  C4H12S2


- What is the formula in the second record?
  C8H19PS